# C30H41N9Ti

C30H41N9Ti as an isolated structure in a non-equilibrium geometry (ωB97M-V/def2-TZVPD, the Open Molecules 2025 dataset).

Structure (ORCA input):
```
! wB97M-V def2-TZVPD RIJCOSX def2/J DEFGRID3
* xyz 4 1
Ti -0.12214 0.26858 0.96835
C 3.57714 0.74637 -1.41072
C 2.30945 0.31568 -0.76627
N 1.56228 1.06527 -0.02233
C 1.88275 2.50441 0.11129
C 1.45992 2.98964 1.47084
N 0.11831 2.43420 1.82402
C -1.01592 3.33151 1.43202
C -1.54735 2.87264 0.10412
N -1.75002 1.40167 0.18509
C -3.01336 0.99212 0.86568
C -3.10644 -0.53043 0.77945
N -1.72886 -1.02155 0.54996
C -1.53524 -2.15159 -0.04571
C -2.59257 -3.16810 -0.26169
C -0.18367 -2.26670 -0.64259
C 0.25981 -3.28712 -1.46394
C 1.51344 -3.16234 -2.05533
C 2.26214 -2.01159 -1.83997
C 1.73989 -1.02932 -1.01236
N 0.55936 -1.17959 -0.41885
H 3.35883 1.46461 -2.20840
H 4.11942 -0.08772 -1.84305
H 4.23316 1.24522 -0.69596
H 1.35909 3.02218 -0.69514
H 2.94429 2.69016 -0.03425
H 1.44576 4.07929 1.50170
H 2.16533 2.65400 2.22521
H 0.09669 2.39005 2.83685
H -0.69086 4.37090 1.39483
H -1.78084 3.26456 2.20573
H -0.84005 3.05422 -0.70430
H -2.48472 3.36297 -0.16283
H -1.76498 1.05276 -0.78739
H -3.86201 1.46382 0.37006
H -2.99386 1.35774 1.89014
H -3.71805 -0.82231 -0.07406
H -3.56157 -0.97741 1.66366
H -3.25640 -3.23594 0.59945
H -2.17671 -4.15099 -0.46903
H -3.20004 -2.87807 -1.12906
H -0.35267 -4.15793 -1.65415
H 1.89467 -3.94738 -2.69643
H 3.21638 -1.88349 -2.33046
N 1.90565 0.19168 2.93135
C 2.20673 -1.19486 2.67301
C 3.36489 -1.80438 3.11853
C 3.45952 -3.17839 2.95073
C 2.39285 -3.86913 2.38437
C 1.30002 -3.15132 1.94045
N 1.22150 -1.81678 2.05052
C 0.75892 0.29608 3.76232
C 0.78438 0.55143 5.11771
C -0.41712 0.57605 5.81371
C -1.59941 0.29774 5.13698
C -1.54493 0.05157 3.78313
N -0.38670 0.08266 3.08993
H 2.70488 0.65357 3.35474
H 4.14952 -1.24095 3.60816
H 4.33851 -3.70878 3.29454
H 2.40925 -4.94631 2.29189
H 0.45976 -3.66204 1.48582
H 1.72915 0.70224 5.62577
H -0.42659 0.77688 6.87807
H -2.55046 0.26774 5.65118
H -2.43850 -0.20000 3.23506
C -0.55994 -0.43648 -5.67426
C -1.20721 0.78069 -4.99704
C -0.58442 2.08774 -5.50737
C -2.72931 0.77880 -5.21085
C -0.95301 0.68278 -3.53558
N -0.74484 0.61979 -2.40158
H -0.79077 -0.40089 -6.73848
H -0.95357 -1.37430 -5.28017
H 0.52542 -0.42153 -5.56687
H -0.80348 2.17180 -6.57158
H 0.49891 2.09302 -5.38437
H -1.00781 2.95896 -5.00748
H -2.92133 0.81414 -6.28273
H -3.19764 1.65206 -4.75655
H -3.19262 -0.12630 -4.81716
*
```

Output
largest force on an atom = 0.024 hartree/bohr
HOMO energy = -0.745 hartree
Kohn-Sham gap = 6.83 eV
calculated total energy = -2508.7786 a.u.
ΔE to the lowest compared entry with this formula, charge and spin = 53.86 kJ/mol

Atomic partial charges in e from the Mulliken method, atoms 1 to 5:
1 Ti -1.47
2 C -1.67
3 C 0.01
4 N 1.17
5 C -0.85